A cluster of 2 separate species, C6H8N2O2 in total at a distorted geometry. Source: OMol25; level of theory: the ωB97M-V functional and the def2-TZVPD basis.

HOMO energy = -9.56 eV
energy above the lowest of the compared OMol25 structures with the same formula, charge and spin = 3.077 eV
SMILES string = O=c1cc[nH]c(=O)[nH]1.C=C
gap between HOMO and LUMO = 9.96 eV
calculated total energy = -493.33379 a.u.

The geometry in XYZ format:
```
18
Properties=species:S:1:pos:R:3:lowdin_charge:R:1
O -0.9410 -0.4001 -2.4697 0.08
C -0.6725 -0.5861 -1.2801 -0.52
C -1.7198 -0.7929 -0.2380 0.00
C -1.3588 -0.9078 1.0733 -0.07
N -0.0373 -0.8439 1.4497 0.15
C 0.9735 -0.8208 0.5256 -0.59
O 2.1239 -0.9735 0.8539 0.07
N 0.6099 -0.6780 -0.7960 0.12
H -2.7865 -0.6283 -0.5063 0.14
H -2.1861 -1.0725 1.7537 0.13
H 0.2388 -1.1520 2.3738 0.17
H 1.3571 -0.6865 -1.4952 0.20
C 0.0472 1.6253 -0.3280 -0.03
C 1.3548 1.5699 -0.0644 -0.03
H -0.5312 0.6867 -0.2176 0.01
H -0.3889 2.5730 -0.6448 0.08
H 1.9152 0.6744 0.3073 0.04
H 2.0019 2.4132 -0.2974 0.06
```

An isolated molecule of C6H8N2O2 at a distorted geometry. Source: OMol25; level of theory: the ωB97M-V functional and the def2-TZVPD basis.

HOMO energy = -7.65 eV
energy above the lowest of the compared OMol25 structures with the same formula, charge and spin = 1.611 eV
SMILES string = CNc1cc(C(N)=O)co1
gap between HOMO and LUMO = 8.39 eV
calculated total energy = -493.38768 a.u.

The geometry in XYZ format:
```
18
Properties=species:S:1:pos:R:3:lowdin_charge:R:1
C -3.8033 0.1023 -0.3032 -0.09
N -2.7315 -0.7520 0.1761 -0.01
C -1.4440 -0.2936 0.2119 -0.34
C -0.2273 -0.9103 0.3324 0.02
C 0.7425 0.1596 0.3277 -0.15
C 2.2169 0.0623 0.3756 -0.49
N 2.8248 -0.5599 -0.6517 0.13
O 2.9210 0.8790 0.9969 0.03
C 0.0446 1.3155 0.1465 -0.05
O -1.2849 1.0469 0.1347 0.05
H -3.8799 1.0020 0.3200 0.09
H -3.6634 0.4154 -1.3518 0.09
H -4.7474 -0.4481 -0.2221 0.08
H -2.8039 -1.7261 -0.0844 0.13
H -0.0633 -1.9844 0.3453 0.11
H 2.6567 -1.5491 -0.7713 0.10
H 3.7101 -0.0213 -0.9066 0.15
H 0.3412 2.3390 -0.0531 0.14
```